No. 1
ORCA calculation (the ωB97M-V functional and the def2-TZVPD basis) on C28H47CrN2O4S2SbSi3 as an isolated structure in a non-equilibrium geometry.

Last column: Mulliken charge in e.
CARTESIAN COORDINATES (ANGSTROEM)
1 Sb -0.702 -2.109 -1.800  -0.69
2 Cr -0.477 0.219 -0.129  -0.27
3 S -1.354 -1.133 1.611  -0.19
4 S -2.298 -0.087 4.302  -0.17
5 Si -0.086 -1.716 -4.255  0.72
6 Si -0.930 -4.649 -1.594  0.99
7 Si -3.187 -1.384 -2.000  1.75
8 O 1.918 1.667 -0.795  0.03
9 O -0.940 0.890 -1.837  -0.57
10 O -2.086 0.494 -1.084  -0.48
11 O 1.317 0.303 1.102  0.14
12 N -1.199 1.411 2.567  -0.81
13 N -0.984 1.879 1.270  -0.20
14 C 1.033 -1.662 7.361  -0.51
15 C 1.793 1.300 1.925  0.18
16 C -1.675 -1.734 4.712  -0.91
17 C -1.934 -4.968 -0.025  -0.96
18 C 3.513 2.067 3.411  -0.95
19 C -3.713 -0.151 -3.330  -1.27
20 C 2.991 3.353 3.357  -0.71
21 C -0.023 2.716 1.123  0.68
22 C -4.165 -1.150 -0.412  -1.30
23 C 0.835 -5.246 -1.272  -1.23
24 C 1.771 -1.394 -4.349  -1.15
25 C -0.116 3.699 0.000  -1.47
26 C 1.205 2.575 1.932  0.76
27 C 1.846 3.600 2.614  -0.87
28 C -0.919 -0.236 -5.052  -1.08
29 C -1.605 -5.760 -2.962  -1.15
30 C 2.177 -1.578 6.582  -0.52
31 C -0.213 -1.729 6.758  -0.49
32 C -3.993 -2.986 -2.690  -1.39
33 C 2.927 1.042 2.682  -0.24
34 C 2.064 -1.563 5.200  -0.59
35 C 3.283 2.056 -0.713  -1.06
36 C 1.557 0.393 -0.395  1.34
37 C -0.333 -1.714 5.374  0.61
38 C 0.819 -1.630 4.598  0.13
39 C -0.422 -3.241 -5.312  -1.21
40 C -1.519 0.181 2.729  0.25
41 C 2.568 -0.676 -0.729  -1.55
42 H 1.110 -1.673 8.441  0.36
43 H -3.992 -1.959 0.298  0.20
44 H 3.151 -1.519 7.049  0.37
45 H -1.646 -2.306 3.784  0.19
46 H -1.876 -0.500 -5.499  0.30
47 H -0.126 -3.059 -6.346  0.44
48 H 2.003 -0.454 -3.850  0.18
49 H -5.221 -1.156 -0.686  0.44
50 H -2.430 -2.179 5.361  0.56
51 H 3.343 0.044 2.666  0.74
52 H -4.755 0.097 -3.108  0.43
53 H -1.105 -1.791 7.366  0.36
54 H -2.663 -5.593 -3.136  0.30
55 H -1.466 -6.797 -2.651  0.38
56 H 3.291 3.146 -0.671  0.27
57 H 3.462 4.155 3.906  0.39
58 H 0.727 -1.610 3.519  0.35
59 H 2.953 -1.491 4.584  0.35
60 H -5.037 -2.802 -2.953  0.52
61 H 3.777 1.674 0.180  0.40
62 H -0.649 4.588 0.350  0.40
63 H 0.856 -6.294 -0.973  0.42
64 H 1.421 4.596 2.586  0.46
65 H -1.087 -5.618 -3.904  0.28
66 H -3.931 -0.215 0.091  0.23
67 H 2.346 -2.184 -3.869  0.32
68 H 2.091 -1.312 -5.388  0.46
69 H -1.087 0.549 -4.318  0.11
70 H -3.483 -3.343 -3.584  0.14
71 H 0.139 -4.097 -4.946  0.26
72 H -1.543 -5.837 0.506  0.43
73 H -1.899 -4.115 0.652  0.06
74 H 1.445 -5.137 -2.168  0.28
75 H -3.133 0.763 -3.325  0.17
76 H -0.693 3.254 -0.813  0.18
77 H -3.977 -3.791 -1.956  0.29
78 H -1.476 -3.505 -5.300  0.29
79 H -3.687 -0.593 -4.325  0.27
80 H -2.980 -5.155 -0.260  0.33
81 H 3.492 -0.564 -0.148  0.42
82 H 2.814 -0.629 -1.786  0.14
83 H 0.860 3.995 -0.373  0.28
84 H 3.834 1.728 -1.599  0.28
85 H 1.302 -4.656 -0.485  0.28
86 H 2.151 -1.661 -0.520  0.22
87 H 4.392 1.864 4.009  0.44
88 H -0.263 0.144 -5.838  0.47

For the total energy, the calculation gives -4455.1889 Eh. Its HOMO energy (spin up / spin down) is -3.5 / -4.7 eV. As for the spin multiplicity: 4. Its HOMO-LUMO gap (spin up / spin down) is 6.0531 / 7.1384 eV. As for the charge: -1. The energy relative to the best compared isomer or geometry (same formula, charge and spin) is 139.27 kJ/mol. The strongest force on any atom is 1.5 eV/A.

=====

No. 2
ORCA calculation (the ωB97M-V functional and the def2-TZVPD basis) on a 3-piece molecular cluster, C28H47F2N2O5Si overall in a non-equilibrium geometry.

Last column: Mulliken charge in e.
CARTESIAN COORDINATES (ANGSTROEM)
1 Si 0.638 -1.850 3.745  -0.28
2 F -3.304 -4.218 1.436  -0.34
3 F -2.585 -2.135 1.159  -0.28
4 O -1.697 -1.531 -6.512  -0.46
5 O 0.785 1.618 -2.462  -0.27
6 O -0.262 6.171 0.968  -0.41
7 O -2.313 -3.599 -1.322  -0.39
8 O -1.204 -3.968 0.660  -0.32
9 N 2.368 -1.422 -2.105  0.15
10 N -0.988 -0.506 -0.598  -0.27
11 C 2.274 -2.795 -2.234  -0.61
12 C -2.989 -1.986 -6.890  -0.26
13 C 1.363 -0.646 -1.582  0.06
14 C -2.547 7.050 1.215  -1.24
15 C -1.661 -2.597 -4.298  -0.26
16 C 1.081 -3.523 -1.774  -0.54
17 C 1.460 0.920 -1.420  -1.25
18 C 0.092 -1.252 -1.112  1.09
19 C -1.336 -3.457 -0.664  -0.53
20 C -1.734 -3.440 3.055  -1.01
21 C -0.036 -2.741 -1.192  0.62
22 C 0.169 6.466 2.289  -0.35
23 C 0.020 -0.485 2.565  -0.40
24 C 0.259 -1.358 5.563  -0.99
25 C -2.151 -3.412 1.544  1.07
26 C 5.416 -2.158 2.752  -0.43
27 C 1.411 2.928 -2.530  -0.35
28 C 2.519 -2.038 3.424  0.52
29 C 3.309 -3.237 3.802  -0.36
30 C 1.278 3.758 -1.191  -0.87
31 C -0.088 5.345 3.280  -0.96
32 C -4.109 -1.043 -6.487  -1.02
33 C -1.480 -1.336 -5.126  -0.50
34 C -0.174 -3.555 3.326  -0.52
35 C 4.646 -0.949 2.396  -0.64
36 C 3.208 -0.918 2.743  -0.16
37 C -1.647 5.898 0.804  -0.22
38 C 4.745 -3.258 3.454  -0.48
39 H 3.117 -3.365 -2.699  0.41
40 H 3.241 -1.002 -2.440  0.32
41 H -4.176 -0.925 -5.404  0.25
42 H -0.065 -4.149 4.287  0.38
43 H -1.795 5.695 -0.259  0.35
44 H -0.971 0.473 -0.890  0.20
45 H -1.095 -0.426 2.647  0.37
46 H -3.945 -0.051 -6.914  0.28
47 H -2.977 -2.076 -7.977  0.35
48 H 2.504 2.829 -2.799  0.31
49 H 0.383 -0.757 1.535  -0.20
50 H -3.165 -2.994 -6.500  0.28
51 H 0.703 -0.366 5.842  0.32
52 H -1.153 5.133 3.390  0.27
53 H -0.278 7.405 2.632  0.31
54 H -2.680 -2.981 -4.355  0.35
55 H 0.292 3.515 -0.690  0.16
56 H 5.136 -0.101 1.855  0.37
57 H -2.296 7.951 0.651  0.32
58 H -2.065 -2.449 3.492  0.33
59 H 0.303 5.610 4.264  0.40
60 H 2.656 0.003 2.431  0.17
61 H -1.916 4.978 1.335  0.31
62 H 2.066 3.478 -0.426  0.24
63 H 5.341 -4.165 3.704  0.33
64 H 1.369 4.864 -1.336  0.42
65 H 1.020 -4.638 -1.860  0.49
66 H 2.790 -4.075 4.324  0.33
67 H -2.116 -0.525 -4.755  0.36
68 H 0.961 1.133 -0.423  0.24
69 H 0.917 3.549 -3.332  0.35
70 H -0.866 -1.288 5.679  0.31
71 H -0.448 -0.989 -5.024  0.21
72 H -0.993 -3.387 -4.651  0.27
73 H 2.536 1.226 -1.293  0.60
74 H 1.245 6.644 2.228  0.36
75 H -2.447 7.288 2.275  0.28
76 H 0.396 4.422 2.947  0.18
77 H 0.596 -2.157 6.280  0.32
78 H -3.593 6.799 1.027  0.40
79 H 6.501 -2.255 2.518  0.36
80 H -2.313 -4.217 3.623  0.36
81 H 0.400 -4.122 2.550  0.50
82 H -5.070 -1.422 -6.840  0.39
83 H 0.529 0.493 2.816  0.34
84 H -1.866 -0.953 -0.898  0.42
85 H -1.441 -2.395 -3.250  -0.20

For the total energy, the calculation gives -2069.7010 Eh. Its HOMO energy is -11.3 eV. Its HOMO-LUMO gap is 6.7836 eV. As for the charge: +1. The strongest force on any atom is 3.3 eV/A.

=====

No. 3
ORCA calculation (the ωB97M-V functional and the def2-TZVPD basis) on C28H47GdN12O2S as an isolated structure in a non-equilibrium geometry.

Last column: Mulliken charge in e.
CARTESIAN COORDINATES (ANGSTROEM)
1 Gd 0.650 -0.336 0.036  0.48
2 S 1.579 0.305 2.486  -0.40
3 O -3.327 -0.707 -1.499  0.19
4 O 0.520 -2.970 3.204  -0.18
5 N 0.595 2.776 1.692  -1.23
6 N -1.209 -1.753 0.788  0.66
7 N -3.047 0.064 2.975  -0.90
8 N -0.546 0.994 -1.742  1.19
9 N -2.548 -0.921 2.158  0.83
10 N 1.278 -2.652 -0.776  0.08
11 N -2.940 -2.166 2.069  -0.89
12 N 0.998 2.458 3.876  -0.34
13 N 3.334 -0.880 0.043  0.00
14 N 2.120 -0.267 -2.362  -0.03
15 N -1.493 -0.655 1.415  0.34
16 N 0.288 2.137 0.510  0.88
17 C -4.761 1.246 -2.039  -1.35
18 C -0.680 5.273 0.112  -0.06
19 C 1.976 -1.604 -3.004  -1.04
20 C -4.128 0.375 -0.953  -0.18
21 C 0.286 4.390 -0.353  -0.39
22 C 1.512 4.918 -0.747  0.03
23 C -0.976 0.428 -2.870  -0.19
24 C -0.449 2.341 -1.715  0.52
25 C 1.593 -3.864 3.575  -0.43
26 C 1.603 -3.906 5.104  -0.74
27 C -1.286 1.159 -3.996  -1.18
28 C -3.282 -2.968 -2.377  -0.98
29 C 3.709 -2.220 -0.419  -0.89
30 C 1.014 -2.531 5.476  -0.50
31 C -0.754 3.144 -2.806  -0.66
32 C 2.536 -3.209 -0.298  -0.65
33 C 1.143 -2.631 -2.233  -0.40
34 C 0.007 2.912 -0.445  0.22
35 C -1.192 2.548 -3.960  -1.12
36 C 3.549 0.150 -2.231  -0.89
37 C 0.816 7.127 -0.139  -0.37
38 C 1.008 1.965 2.624  0.51
39 C -2.111 -2.676 1.181  -0.89
40 C 4.028 0.155 -0.763  -0.76
41 C 1.795 6.275 -0.602  -0.82
42 C -0.020 -2.380 4.398  -0.22
43 C -0.410 6.631 0.233  -0.78
44 C -4.122 -1.749 -2.037  -0.57
45 H -3.932 -3.765 -2.736  0.46
46 H 0.074 -2.482 -2.421  -0.13
47 H 2.244 4.199 -1.065  0.59
48 H -0.276 -1.339 4.207  0.03
49 H 0.548 -3.232 -0.407  0.19
50 H 1.513 2.028 4.608  0.26
51 H -4.841 -0.045 -0.256  0.50
52 H -0.879 -2.986 4.709  0.29
53 H -5.102 2.187 -1.617  0.42
54 H -2.685 -3.285 -1.514  0.03
55 H -4.037 0.215 2.797  0.26
56 H 0.646 -2.485 6.523  0.39
57 H 2.788 -4.093 -0.900  0.39
58 H 1.780 -1.720 5.416  0.18
59 H 4.171 -0.516 -2.823  0.40
60 H 2.601 -4.067 5.552  0.35
61 H -1.147 7.295 0.675  0.41
62 H 4.029 -2.175 -1.477  0.25
63 H 0.761 3.421 3.982  0.26
64 H 1.359 -3.618 -2.592  0.66
65 H 2.452 -3.527 0.731  0.17
66 H 2.781 6.690 -0.909  0.37
67 H -2.607 -2.702 -3.178  0.26
68 H -0.652 4.214 -2.718  0.61
69 H 2.528 -3.448 3.196  0.26
70 H 3.750 1.176 -2.656  0.36
71 H 3.587 -0.729 1.008  0.37
72 H -5.612 0.718 -2.468  0.39
73 H 0.987 -4.721 5.510  0.29
74 H 1.052 8.190 -0.025  0.39
75 H -4.594 -1.444 -2.973  0.31
76 H 4.564 -2.652 0.092  0.59
77 H -2.813 -0.094 3.945  0.24
78 H 3.831 1.103 -0.276  0.35
79 H 1.488 -1.486 -3.959  0.53
80 H -1.624 4.903 0.432  0.55
81 H -1.116 -0.632 -2.844  0.18
82 H 2.969 -1.983 -3.248  0.45
83 H -1.642 0.635 -4.870  0.54
84 H -1.396 3.116 -4.874  0.46
85 H -2.087 -3.673 0.863  0.59
86 H 1.671 0.425 -2.933  0.27
87 H -4.883 -1.970 -1.310  0.46
88 H -4.006 1.463 -2.789  0.24
89 H -3.392 0.948 -0.360  -0.03
90 H 5.120 0.066 -0.747  0.47
91 H 1.372 -4.848 3.109  0.31

For the total energy, the calculation gives -3065.8615 Eh. Its HOMO energy (spin up / spin down) is -10.5 / -13.7 eV. As for the spin multiplicity: 8. Its HOMO-LUMO gap (spin up / spin down) is 4.5712 / 5.6237 eV. As for the charge: +2. The energy relative to the best compared isomer or geometry (same formula, charge and spin) is 389.51 kJ/mol. The strongest force on any atom is 6.8 eV/A.